17
Properties=species:S:1:pos:R:3:forces:R:3:nbo_charge:R:1 method="wB97M-V/def2-TZVPD" charge=0 smiles=C1[C@@H]2CC3(CC3)[C@H]12 gap_ev=9.43 e_tot_ev=-7417.5228 homo_energy_ha=-0.3027 lumo_ev=1.19 e_above_lowest_kj_mol=338.8
C 0.4559 0.9375 -1.1556 -0.413 0.264 0.473 -0.1793
C -0.0397 -0.4283 0.3912 0.310 -0.226 -0.108 -0.0525
C -0.7978 0.6565 -1.8630 -0.174 -0.203 -0.349 -0.4123
H -1.3128 1.5742 -2.1498 -0.120 -0.287 -0.109 0.2183
H -1.4492 -1.0839 1.9938 0.267 -0.146 -0.437 0.2165
H 1.0003 1.8782 -1.1135 -0.316 -0.117 -0.172 0.2239
C -0.4362 -1.2315 1.6037 0.036 -0.347 -0.183 -0.4261
H 0.1159 0.8682 2.2415 -0.140 -0.207 -0.032 0.2080
C -0.9206 0.5021 -0.3764 0.245 0.504 0.289 -0.2259
H 1.5306 -0.2399 1.9192 -0.269 0.079 0.004 0.2027
H 2.1043 -0.3312 -0.3258 -0.342 -0.053 -0.018 0.2121
C 1.0758 -0.3863 -0.7001 -0.220 -0.271 0.411 -0.3938
H 0.9923 -1.1736 -1.4599 0.077 0.212 0.057 0.2043
H -0.0448 -2.2292 1.7597 0.045 0.040 0.101 0.2147
H -1.8572 0.8617 0.0744 0.874 0.837 0.094 0.2170
C 0.4715 -0.0365 1.7539 0.039 0.142 0.064 -0.4210
H -0.8882 -0.1380 -2.5935 0.101 -0.219 -0.085 0.1935

***

17
Properties=species:S:1:pos:R:3:forces:R:3:nbo_charge:R:1 method="wB97M-V/def2-TZVPD" charge=0 gap_ev=7.33 e_tot_ev=-7414.6406 homo_energy_ha=-0.2439 lumo_ev=0.69 e_above_lowest_kj_mol=616.9
H -1.9783 -1.1196 0.7604 0.004 0.018 -0.214 0.2084
H 1.1904 1.0239 -1.1048 -0.130 -0.118 0.097 0.2469
C 1.1618 0.2890 -0.3063 0.574 -0.334 -0.203 -0.4593
H -0.4378 1.2522 0.5299 -1.234 0.202 -0.040 0.2221
H -2.1951 1.2420 1.2544 0.504 0.007 -0.164 0.2296
H 0.4588 -1.6819 0.2930 -0.185 -0.021 -0.131 0.2504
C -1.5897 1.0167 0.3647 0.737 0.175 0.090 -0.6525
H -1.3042 -1.8536 -1.5457 -0.013 -0.063 -0.142 0.2248
C -1.6325 -0.4013 0.0244 0.255 -0.067 0.259 -0.1951
C -1.0039 -0.8701 -1.2065 -0.243 -0.136 -0.255 -0.4263
H -0.9990 -0.1456 -2.0223 0.029 -0.083 -0.008 0.2133
C 2.9228 0.4381 1.6589 -0.291 0.019 -0.157 -0.2447
H -1.9222 1.6809 -0.4523 0.256 -0.202 0.222 0.2072
H 3.6106 0.4870 2.4768 -0.158 0.001 -0.245 0.2365
C 0.2630 -0.8834 -0.4133 -0.257 0.035 0.561 -0.3928
C 2.1093 0.4025 0.7653 -0.032 -0.131 -0.011 -0.0488
H 1.3460 -0.8767 -1.0763 0.184 0.697 0.340 0.3803

***

17
Properties=species:S:1:pos:R:3:forces:R:3:nbo_charge:R:1 method="wB97M-V/def2-TZVPD" charge=0 smiles="C=CC1CC(=C)C1" gap_ev=10.34 e_tot_ev=-7418.6902 homo_energy_ha=-0.3391 lumo_ev=1.12 e_above_lowest_kj_mol=226.2
H 1.2605 -1.7571 0.1810 -0.018 0.064 -0.047 0.2198
H -1.5644 0.7907 -0.7972 0.125 -0.218 0.240 0.2214
C 1.1661 2.0768 0.4056 0.011 0.110 -0.110 -0.4080
C 0.5594 0.0504 -0.9568 0.107 0.104 0.050 -0.2482
H -1.5970 -0.8655 -1.4313 0.581 0.404 -0.717 0.2233
C -1.4944 -1.7803 1.0871 -0.035 0.009 0.118 -0.4174
H 1.5426 1.5208 1.2605 -0.337 0.113 -0.123 0.1899
H 1.0534 3.1443 0.5384 0.409 0.097 -0.103 0.2009
C 0.8177 1.5145 -0.7477 -0.061 0.133 0.180 -0.1651
C -0.7316 -0.9248 0.4374 -0.208 -0.468 0.082 0.0440
C 0.7607 -0.7981 0.3327 0.092 -0.133 0.091 -0.4515
H 1.0672 -0.3298 -1.8543 -0.339 0.035 0.202 0.2202
H 0.5582 2.1739 -1.5779 -0.168 -0.161 0.111 0.1997
H 1.2154 -0.3133 1.1990 0.129 -0.012 -0.322 0.2171
C -1.0157 -0.1585 -0.8264 -0.103 -0.014 -0.024 -0.4425
H -1.0487 -2.4701 1.7936 -0.224 0.027 0.153 0.1988
H -2.5527 -1.8429 0.8536 0.040 -0.089 0.220 0.1975

***

22
Properties=species:S:1:pos:R:3:forces:R:3:nbo_charge:R:1 method="wB97M-V/def2-TZVPD" charge=+1 smiles="C=CCc1c[nH+]ncc1B(O)O" gap_ev=6.65 e_tot_ev=-15165.8253 homo_energy_ha=-0.4315 lumo_ev=-5.09
H 1.3805 0.7759 2.9251 -0.030 -0.221 0.404 0.5162
C -1.0798 -0.5972 -1.7405 0.310 0.237 -0.022 0.0805
C -0.8229 -0.0911 0.5499 -0.005 -0.192 -0.056 -0.2585
C 2.4899 -0.6820 -0.2567 0.266 0.300 0.141 -0.3912
H 2.7096 -1.3928 -1.0512 -1.773 -0.573 0.029 0.2167
H -2.6272 -1.8316 -2.1638 -0.020 -0.080 0.069 0.4421
B -0.1959 0.6302 1.8385 0.086 -0.030 0.233 1.0934
H 0.5358 2.0185 -0.9370 -0.005 -0.019 0.142 0.2598
N -2.1120 -1.3641 -1.4244 0.018 -0.060 -0.194 -0.2223
C 2.0734 0.5944 -0.4491 -0.067 -0.142 -0.115 -0.1739
C -1.9168 -0.9612 0.7360 0.028 0.052 0.336 0.0394
H -1.6230 1.9565 1.9531 -0.056 0.274 0.119 0.5025
C 0.7805 0.9756 -1.1419 0.918 -0.211 -1.739 -0.5096
H -2.2862 -1.1497 1.7368 -0.097 -0.070 -0.061 0.2404
H -0.8137 -0.5255 -2.7865 -0.141 -0.087 -0.041 0.2496
N -2.5664 -1.5983 -0.2155 0.163 0.199 -0.034 -0.1263
H 2.7143 -0.9982 0.7598 1.724 0.411 -0.272 0.2246
H 0.9020 0.9139 -2.2344 -0.185 0.126 -0.006 0.2395
C -0.3667 0.0859 -0.7560 -0.296 -0.046 0.296 0.0633
O -0.8094 1.7057 2.4003 -0.042 -0.189 -0.406 -0.8490
O 0.9257 0.1143 2.3883 0.055 0.293 -0.400 -0.8619
H 2.7081 1.4206 -0.1309 -0.851 0.027 1.576 0.2245